Formula: C26H42F7N6OP
Source: the OMol25 dataset
Level of theory: ωB97M-V/def2-TZVPD

The geometry in XYZ format:
```
83
Properties=species:S:1:pos:R:3:forces:R:3:lowdin_charge:R:1
C 5.044 -1.900 2.326 -0.435 -0.403 0.561 -0.154
C 6.387 -0.971 2.168 -0.084 -0.293 0.357 -0.265
C 6.322 0.083 0.886 -0.126 -0.231 0.773 -0.225
C 6.268 -0.672 -0.580 0.944 -0.269 0.779 -0.221
C 6.506 0.320 -1.863 0.423 0.225 0.561 -0.219
C 5.207 1.220 -2.299 0.142 -0.131 0.362 -0.214
C 3.847 0.320 -2.544 1.140 -0.849 -0.228 -0.231
C 3.184 0.472 -4.033 -0.826 -1.405 0.579 -0.212
C 2.220 1.777 -4.247 0.656 0.594 -0.969 -0.195
C 1.979 2.701 -2.917 -0.653 0.525 -0.197 -0.120
C 0.834 2.153 -1.880 -1.628 0.632 2.113 0.009
N 0.245 0.782 -1.631 -1.193 5.255 3.467 -0.062
N 0.561 -0.378 -2.319 2.463 -5.232 2.939 0.095
C 1.046 -1.361 -1.461 0.307 0.708 6.845 0.066
O 1.388 -2.032 -0.326 -2.832 5.101 -10.289 0.065
C -0.764 0.856 -0.506 0.330 5.184 1.171 0.000
C -1.694 -0.276 0.231 0.240 -0.883 -0.187 -0.151
C -2.692 -1.092 -0.803 0.066 -0.252 0.081 -0.200
C -3.748 -2.077 -0.014 -1.593 -1.678 1.672 -0.170
C -3.109 -3.127 1.106 -4.177 0.008 -0.745 -0.046
C -4.104 -4.181 1.916 -1.778 2.935 -3.307 -0.052
C -5.708 -4.143 1.549 2.382 2.327 -1.536 -0.010
C -6.340 -3.065 0.447 3.942 0.439 0.208 -0.024
C -5.381 -2.004 -0.366 2.291 -3.303 3.554 -0.030
C -0.796 2.422 -0.022 1.260 -4.637 -2.839 -0.032
C -1.741 2.945 1.212 -0.453 -0.193 -1.083 -0.054
C -1.180 2.584 2.714 1.196 0.226 1.098 -0.585
N -0.739 3.912 3.361 0.555 -1.274 -0.582 0.026
N -2.216 1.948 3.633 0.140 1.927 -1.172 0.058
N 0.033 1.675 2.732 -1.008 0.227 -0.660 0.040
N 0.191 3.135 -0.923 -0.668 -4.951 0.181 -0.045
C 0.377 4.625 -0.740 -1.125 1.091 -0.069 -0.088
C -1.010 5.342 -1.341 -0.356 0.593 -0.085 -0.089
F -0.695 6.540 -2.190 -0.517 -3.003 1.852 -0.134
H 4.392 -1.613 3.281 1.520 -0.430 -2.065 0.081
H 4.327 -1.792 1.406 1.427 -0.342 1.637 0.053
H 5.327 -3.046 2.487 -0.642 2.522 -0.560 0.086
H 6.521 -0.390 3.198 -0.182 -0.993 -2.387 0.110
H 7.318 -1.691 2.081 -1.804 1.573 -0.030 0.107
H 5.340 0.720 1.047 2.005 -1.055 -0.402 0.108
H 7.276 0.782 1.002 -2.085 -1.373 -0.547 0.117
H 5.284 -1.312 -0.623 1.869 1.328 -0.131 0.092
H 7.171 -1.443 -0.580 -1.903 1.521 -0.030 0.124
H 7.356 1.090 -1.551 -1.712 -1.655 -0.676 0.119
H 6.959 -0.327 -2.742 -1.239 1.394 1.596 0.120
H 4.986 1.961 -1.406 0.565 -1.291 -1.835 0.104
H 5.521 1.839 -3.252 -0.844 -1.168 1.877 0.120
H 3.117 0.497 -1.647 1.139 -0.243 -1.814 0.089
H 4.199 -0.817 -2.453 -0.882 2.408 -0.234 0.116
H 2.486 -0.485 -4.185 1.578 2.073 0.285 0.102
H 4.045 0.355 -4.830 -1.798 0.612 1.577 0.126
H 2.768 2.475 -5.045 -1.273 -1.308 1.888 0.127
H 1.182 1.495 -4.765 2.269 0.538 1.403 0.132
H 2.972 2.959 -2.314 -2.117 -0.942 -1.233 0.129
H 1.587 3.758 -3.313 0.581 -2.353 0.983 0.134
H -2.372 0.172 1.100 1.724 -0.487 -2.061 0.124
H -0.990 -1.063 0.758 -1.300 1.621 -1.072 0.104
H -3.230 -0.277 -1.477 0.940 -1.938 1.396 0.123
H -2.004 -1.772 -1.474 -1.424 1.420 1.101 0.106
H -1.950 -3.116 1.327 -2.632 -0.053 -0.551 0.071
H -3.675 -4.954 2.708 -1.058 1.911 -1.959 0.092
H -6.445 -4.896 2.078 1.516 1.670 -1.262 0.082
H -7.487 -3.041 0.206 2.490 -0.340 0.742 0.092
H -5.749 -1.217 -1.156 0.684 -1.845 1.774 0.080
H -2.784 2.379 1.096 2.332 1.308 -0.055 0.130
H -1.952 4.096 1.106 0.453 -2.314 0.315 0.110
H 0.140 4.208 2.860 -1.188 -0.351 0.804 0.066
H -0.443 3.736 4.357 -0.364 -0.086 -1.489 0.095
H -2.578 2.737 4.240 0.305 -1.375 -1.051 0.095
H -3.015 1.543 3.097 0.872 0.600 0.673 0.071
H -0.195 0.711 2.391 0.430 1.318 0.327 0.069
H 0.850 2.093 2.236 -1.123 -0.685 0.309 0.075
H 0.336 4.840 0.430 0.505 -0.600 -2.620 0.137
H 1.347 5.056 -1.243 -2.048 -1.049 1.026 0.147
H -1.679 4.556 -1.936 1.772 1.871 0.916 0.145
H -1.674 5.740 -0.460 1.476 -0.590 -1.745 0.121
F -10.447 -7.337 1.714 -3.100 -4.329 -1.986 -0.148
P -9.187 -6.440 1.527 -0.912 -0.708 -0.229 -0.035
F -7.801 -6.740 2.172 3.944 0.946 4.566 -0.162
F -9.721 -6.125 2.955 0.383 3.536 4.591 -0.147
F -8.752 -4.947 1.421 3.663 4.575 1.953 -0.170
F -9.835 -5.900 0.216 -3.659 -0.786 -4.201 -0.151
F -8.565 -7.590 0.679 -0.174 -3.067 -4.718 -0.148
```
Positions in Å, forces in eV/Å.

## Properties
- energy relative to the best compared isomer or geometry (same formula, charge and spin) (kJ/mol) = 1864.1
- HOMO-LUMO gap (eV) = 4.2965
- HOMO energy (eV) = -8.12
- electronic energy (hartree) = -2459.261119
- LUMO level (eV) = -3.8233